Entry 1:
{"formula": "C44H58FNO5S", "method": "ωB97M-V/def2-TZVPD", "species": ["C", "C", "C", "C", "C", "C", "C", "F", "C", "C", "C", "S", "O", "O", "O", "O", "C", "O", "C", "C", "C", "N", "H", "H", "H", "H", "H", "H", "H", "H", "H", "H", "H", "H", "H", "H", "H", "H", "H", "H", "H", "H", "H", "H", "H", "H", "H", "H", "H", "H", "C", "C", "C", "C", "C", "C", "H", "H", "H", "H", "H", "H", "C", "C", "C", "C", "C", "C", "H", "H", "H", "H", "H", "H", "C", "C", "C", "C", "C", "C", "H", "H", "H", "H", "H", "H", "C", "C", "C", "C", "C", "C", "H", "H", "H", "H", "H", "H", "C", "C", "C", "C", "C", "C", "H", "H", "H", "H", "H", "H"], "positions_angstrom": [[-0.14389, 8.44447, -5.40114], [-0.26965, 9.09193, -4.00468], [0.77521, 8.53123, -3.02503], [0.34295, 7.16226, -2.49949], [1.51634, 6.29519, -1.98256], [1.07627, 5.45103, -0.78322], [1.87252, 4.18160, -0.53273], [3.09956, 4.51203, 0.01733], [2.08779, 3.29439, -1.77413], [3.47889, 3.44781, -2.39484], [3.61611, 2.86785, -3.79848], [3.30485, 1.12840, -3.88800], [2.04635, 0.78441, -3.28359], [4.46490, 0.41322, -3.46148], [3.13513, 0.94480, -5.46361], [1.17659, 3.34454, 0.38934], [1.26565, 3.63374, 1.72184], [1.40629, 4.75222, 2.16717], [1.08876, 2.39726, 2.57079], [1.97283, 1.21618, 2.13912], [1.26463, -0.15736, 2.02020], [0.04742, -0.36921, 2.80911], [0.52630, 7.58650, -5.35428], [0.25832, 9.13618, -6.13521], [-1.10006, 8.07564, -5.76321], [-1.25030, 8.84467, -3.60289], [-0.17403, 10.16995, -4.08915], [1.74247, 8.48054, -3.52102], [0.83342, 9.21502, -2.17768], [-0.37326, 7.29076, -1.68915], [-0.17933, 6.63635, -3.30084], [1.85292, 5.68695, -2.81834], [2.31057, 6.98300, -1.70273], [1.17596, 6.06807, 0.10757], [0.03590, 5.15778, -0.90130], [1.94762, 2.26912, -1.45528], [1.31951, 3.55481, -2.49865], [4.22900, 3.05354, -1.71684], [3.69294, 4.51100, -2.49733], [2.99373, 3.38482, -4.52561], [4.64596, 2.98372, -4.13392], [2.33044, 0.42479, -5.57724], [1.34409, 2.70419, 3.57939], [0.02588, 2.16209, 2.54471], [2.78525, 1.12051, 2.85514], [2.41473, 1.43860, 1.17164], [1.00942, -0.35179, 0.98150], [1.96902, -0.93710, 2.30519], [0.12762, 0.00863, 3.74264], [-0.70499, 0.10959, 2.33509], [-2.46625, 1.26658, 6.61278], [-2.09733, 0.55083, 5.48227], [-2.18261, -0.83525, 5.47455], [-2.63469, -1.50453, 6.60290], [-2.99734, -0.79062, 7.73670], [-2.91510, 0.59490, 7.74124], [-2.40313, 2.34712, 6.61492], [-1.74424, 1.07705, 4.60398], [-1.89578, -1.39127, 4.59068], [-2.70500, -2.58482, 6.59651], [-3.34551, -1.31445, 8.61763], [-3.19988, 1.15164, 8.62451], [-2.63757, -7.69775, 6.59071], [-2.09661, -7.38157, 5.35208], [-1.49009, -6.14934, 5.15371], [-1.42523, -5.23349, 6.19432], [-1.97129, -5.54691, 7.43148], [-2.57692, -6.77968, 7.63008], [-3.10725, -8.66038, 6.74631], [-2.14675, -8.09573, 4.54035], [-1.06510, -5.90406, 4.18914], [-0.94759, -4.27356, 6.04073], [-1.92344, -4.83014, 8.24176], [-3.00127, -7.02546, 8.59490], [-2.83819, 1.41429, -1.99481], [-3.77907, 0.42510, -2.24653], [-3.39761, -0.74970, -2.87945], [-2.07580, -0.93347, -3.26246], [-1.13511, 0.05798, -3.01769], [-1.51764, 1.23088, -2.38212], [-3.13468, 2.32819, -1.49567], [-4.80936, 0.56929, -1.94796], [-4.13088, -1.52281, -3.07241], [-1.77570, -1.85183, -3.74925], [-0.10646, -0.07960, -3.31373], [-0.78168, 2.00118, -2.18681], [-0.11763, -3.08417, -7.53035], [-0.61372, -4.13066, -8.29481], [-1.92247, -4.55828, -8.12028], [-2.73478, -3.94128, -7.17922], [-2.23675, -2.89844, -6.41111], [-0.92968, -2.46866, -6.58790], [0.90226, -2.74917, -7.66986], [0.02028, -4.61375, -9.02676], [-2.30933, -5.37348, -8.71769], [-3.75568, -4.27374, -7.04375], [-2.86910, -2.41743, -5.67691], [-0.54554, -1.65240, -5.98820], [2.34036, -6.01869, 3.01943], [2.70033, -6.72387, 1.87924], [2.62165, -8.10924, 1.86665], [2.18436, -8.79002, 2.99472], [1.82879, -8.08537, 4.13616], [1.90704, -6.69988, 4.14832], [2.39590, -4.93766, 3.02750], [3.04167, -6.19316, 0.99994], [2.90048, -8.65897, 0.97703], [2.12047, -9.87046, 2.98376], [1.48869, -8.61483, 5.01688], [1.62592, -6.15088, 5.03774]], "forces_ev_per_a": [[0.0, 0.0, 0.3], [0.3, -0.6, -0.3], [-0.8, 0.3, 0.0], [0.5, -0.2, -0.1], [-0.7, 0.4, -0.1], [0.6, 0.2, -0.1], [-0.3, 0.1, -0.5], [0.0, -0.1, -0.1], [0.3, 0.3, 0.4], [-0.4, 0.3, 0.1], [0.4, 0.2, 0.0], [0.2, -0.5, 0.5], [0.0, 0.2, -0.3], [0.0, 0.3, -0.1], [0.1, 0.1, 0.1], [0.5, -0.1, 0.4], [-0.3, 1.0, 0.6], [0.0, -1.1, -0.5], [0.4, 0.2, -0.3], [-0.3, -0.2, 0.0], [-0.1, -0.1, 0.3], [0.2, 0.1, -0.5], [0.1, -0.1, -0.1], [0.0, 0.1, -0.1], [-0.1, 0.1, -0.1], [-0.2, 0.3, 0.1], [-0.1, 0.1, 0.1], [0.2, 0.0, 0.0], [0.4, 0.0, 0.1], [-0.2, 0.1, 0.0], [-0.1, -0.2, 0.0], [0.2, -0.1, 0.0], [0.3, -0.2, 0.1], [-0.3, -0.1, 0.2], [-0.1, -0.1, 0.0], [-0.2, -0.1, -0.1], [-0.1, -0.2, -0.1], [0.1, -0.2, 0.0], [0.2, 0.1, 0.0], [-0.3, -0.1, 0.1], [0.1, -0.1, -0.1], [-0.2, -0.1, -0.2], [-0.2, 0.1, 0.1], [-0.1, -0.1, 0.0], [0.1, 0.1, 0.0], [0.2, 0.0, 0.0], [-0.1, 0.0, -0.1], [0.2, 0.0, 0.0], [0.0, 0.0, 0.1], [-0.3, 0.0, 0.2], [0.0, 0.0, 0.0], [0.0, 0.0, 0.0], [0.0, 0.0, 0.0], [0.0, 0.0, 0.0], [0.0, 0.0, 0.0], [0.0, 0.0, 0.0], [0.0, 0.0, 0.0], [0.0, 0.0, 0.0], [0.0, 0.0, 0.0], [0.0, 0.0, 0.0], [0.0, 0.0, 0.0], [0.0, 0.0, 0.0], [0.0, 0.0, 0.0], [0.0, 0.0, 0.0], [0.0, 0.0, 0.0], [0.0, 0.0, 0.0], [0.0, 0.0, 0.0], [0.0, 0.0, 0.0], [0.0, 0.0, 0.0], [0.0, 0.0, 0.0], [0.0, 0.0, 0.0], [0.0, 0.0, 0.0], [0.0, 0.0, 0.0], [0.0, 0.0, 0.0], [0.0, 0.0, 0.0], [0.0, 0.0, 0.0], [0.0, 0.0, 0.0], [0.0, 0.0, 0.0], [-0.1, 0.0, 0.0], [0.0, 0.0, 0.0], [0.0, 0.0, 0.0], [0.0, 0.0, 0.0], [0.0, 0.0, 0.0], [0.0, 0.0, 0.0], [0.1, 0.0, 0.0], [0.0, 0.0, 0.0], [0.0, 0.0, 0.0], [0.0, 0.0, 0.0], [0.0, 0.0, 0.0], [0.0, 0.0, 0.0], [0.0, 0.0, 0.0], [0.0, 0.0, 0.0], [0.0, 0.0, 0.0], [0.0, 0.0, 0.0], [0.0, 0.0, 0.0], [0.0, 0.0, 0.0], [0.0, 0.0, 0.0], [0.0, 0.0, 0.0], [0.0, 0.0, 0.0], [0.0, 0.0, 0.0], [0.0, 0.0, 0.0], [0.0, 0.0, 0.0], [0.0, 0.0, 0.0], [0.0, 0.0, 0.0], [0.0, 0.0, 0.0], [0.0, 0.0, 0.0], [0.0, 0.0, 0.0], [0.0, 0.0, 0.0], [0.0, 0.0, 0.0], [0.0, 0.0, 0.0]], "homo_ev": -9.1839, "total_energy_ev": -71849.1206, "lumo_ev": 0.21, "smiles": "CCCCCC[C@](F)(CCCS(=O)(=O)O)OC(=O)CCCN.c1ccccc1.c1ccccc1.c1ccccc1.c1ccccc1.c1ccccc1"}

***

Entry 2:
{"formula": "C20H26CsN6O2S2", "method": "ωB97M-V/def2-TZVPD", "species": ["Cs", "N", "C", "S", "N", "N", "C", "C", "C", "C", "C", "C", "N", "H", "H", "H", "H", "H", "H", "H", "C", "C", "O", "C", "C", "C", "C", "C", "C", "O", "H", "H", "H", "H", "H", "H", "H", "C", "C", "N", "C", "S", "N", "C", "C", "H", "H", "H", "H", "H", "H", "H", "H", "H", "H", "H", "H"], "positions_angstrom": [[0.73995, 0.55071, 0.01065], [2.81685, 1.76200, -4.43487], [1.89904, 1.22761, -3.55471], [0.86988, 2.32750, -2.79537], [1.86582, -0.08085, -3.56042], [1.15913, -0.77001, -2.67270], [0.87958, -1.98067, -3.02251], [0.24776, -2.95189, -2.18298], [0.13553, -4.26894, -2.67301], [-0.45361, -5.23692, -1.89439], [-0.92985, -4.88396, -0.63706], [-0.77055, -3.56556, -0.23105], [-0.20709, -2.62758, -0.96525], [3.01917, 2.73881, -4.30206], [3.58418, 1.16112, -4.69525], [1.16287, -2.33506, -4.02130], [0.52101, -4.50477, -3.65514], [-0.54325, -6.25508, -2.25259], [-1.40951, -5.60946, 0.00300], [-1.12027, -3.24890, 0.74443], [4.31706, 0.22393, 2.92938], [2.86304, 0.61414, 2.67442], [2.19712, -0.12093, 1.94864], [2.37365, 1.82025, 3.29121], [3.14660, 2.50336, 4.24272], [2.72121, 3.65430, 4.84923], [1.47311, 4.18568, 4.49783], [0.68100, 3.55565, 3.58820], [1.06736, 2.33603, 2.92606], [0.29998, 1.78762, 2.10372], [4.53276, -0.66259, 2.33538], [4.48524, -0.01182, 3.97807], [4.98453, 1.02799, 2.62565], [4.10515, 2.09636, 4.52668], [3.34401, 4.15539, 5.57696], [1.14154, 5.10890, 4.95852], [-0.28136, 3.97307, 3.31690], [0.46337, -0.55512, 6.76286], [1.03727, -0.48843, 5.34530], [0.11155, -1.02640, 4.37944], [-1.05506, -0.46218, 4.00007], [-2.16360, -1.40605, 3.20441], [-1.30463, 0.80068, 4.39277], [-2.43653, 1.55174, 3.90500], [-3.15636, 2.22677, 5.06564], [1.17217, -0.15769, 7.48637], [0.21917, -1.58489, 7.01999], [-0.44685, 0.03616, 6.80904], [1.95552, -1.07241, 5.28276], [1.29286, 0.54523, 5.08917], [0.25664, -1.96342, 4.03859], [-0.48875, 1.35997, 4.60364], [-3.09574, 0.84064, 3.40364], [-2.09759, 2.28921, 3.17157], [-3.53495, 1.47892, 5.75891], [-3.99298, 2.81246, 4.69783], [-2.48127, 2.89027, 5.60195]], "forces_ev_per_a": [[-1.0, -0.8, -2.6], [0.3, -0.1, -0.1], [-0.4, 0.2, -0.1], [-0.4, 0.6, 0.3], [1.0, -0.8, -1.0], [-0.6, -0.4, 0.1], [0.7, 0.9, -0.8], [-0.5, -0.9, 0.5], [0.1, 0.3, 0.0], [-0.1, 0.0, 0.2], [0.1, -0.1, -0.2], [-0.2, -0.4, 0.3], [0.3, 0.5, -0.2], [-0.1, -0.1, 0.0], [-0.1, 0.0, 0.0], [0.1, 0.2, 0.1], [0.0, 0.0, -0.1], [0.0, 0.0, 0.0], [0.0, 0.0, 0.1], [-0.1, 0.0, 0.1], [-0.2, -0.2, -0.3], [0.6, -0.6, 0.0], [1.1, -0.3, 1.4], [-0.5, 0.4, -0.2], [0.0, 0.0, 0.0], [0.3, 0.1, 0.2], [0.0, 0.0, 0.1], [-0.3, 0.1, 0.0], [0.3, 0.2, 0.3], [-0.5, 0.9, 1.4], [0.0, 0.0, 0.0], [0.1, 0.1, 0.1], [0.1, 0.1, 0.1], [0.1, 0.0, 0.0], [0.0, 0.0, 0.0], [-0.1, 0.0, 0.0], [0.0, 0.0, -0.1], [0.1, 0.0, -0.2], [-0.1, 0.2, 0.4], [0.2, 0.1, -0.2], [0.1, -0.3, 0.5], [-0.6, -0.7, -0.7], [0.6, -0.1, 0.0], [-0.4, 0.2, 0.1], [0.1, -0.1, -0.2], [0.1, 0.0, 0.1], [0.0, 0.0, 0.1], [-0.1, 0.0, 0.1], [0.0, 0.1, -0.1], [0.1, -0.2, 0.1], [-0.1, 0.2, 0.0], [0.0, 0.0, 0.0], [0.1, 0.2, 0.0], [0.0, -0.1, 0.0], [0.0, -0.1, 0.1], [-0.2, 0.1, 0.0], [0.1, 0.1, 0.1]], "homo_ev": -4.1483, "total_energy_ev": -56418.4367, "lumo_ev": 2.15, "total_charge": -1}

***

Entry 3:
{"formula": "C3H7NO2", "method": "ωB97M-V/def2-TZVPD", "species": ["O", "C", "C", "O", "C", "N", "H", "H", "H", "H", "H", "H", "H"], "positions_angstrom": [[0.15815, -0.64599, 1.81307], [1.15237, -0.67653, 0.99076], [0.97867, -0.62597, -0.44639], [0.39311, 1.09721, -1.13384], [-0.63065, 1.56949, -0.59168], [-1.20781, 1.12381, 0.50760], [-0.75118, 0.35452, 1.12808], [2.14997, -0.32784, 1.32254], [1.44150, -1.77733, 0.50683], [1.86629, -0.62077, -1.07101], [0.08361, -1.09917, -0.84122], [-1.10674, 2.43176, -1.07708], [-2.02850, 1.61199, 0.83557]], "forces_ev_per_a": [[-0.2, 0.1, 0.0], [0.3, 0.1, -0.3], [0.0, -0.1, 0.1], [-0.2, 0.1, 0.2], [-0.1, 0.0, 0.0], [0.1, 0.1, -0.1], [0.0, -0.1, 0.0], [-0.2, 0.0, 0.0], [0.0, -0.1, 0.1], [-0.1, 0.0, 0.1], [0.1, 0.1, 0.0], [0.0, -0.1, 0.1], [0.1, 0.0, -0.1]], "homo_ev": -8.8365, "total_energy_ev": -8806.9347, "lumo_ev": 0.79}

***

Entry 4:
{"formula": "C3H3ClS2", "method": "ωB97M-V/def2-TZVPD", "species": ["C", "C", "C", "S", "S", "Cl", "H", "H", "H"], "positions_angstrom": [[1.21372, 1.30575, 0.86234], [2.35846, 0.79860, 0.47234], [0.00278, -0.95820, -0.26690], [-0.38987, 0.56084, 0.73986], [1.00385, -2.25635, 0.48387], [3.49202, -0.04103, -0.24551], [1.28444, 2.36536, 1.36827], [-1.16766, -1.18400, -0.37229], [0.63587, -0.67040, -1.17013]], "forces_ev_per_a": [[1.4, 1.3, 0.6], [-1.8, 1.7, 1.0], [-1.2, 0.8, -0.4], [0.6, -0.5, -0.2], [-0.8, 0.2, 0.4], [1.2, -1.0, -0.8], [-0.6, -2.1, -0.9], [2.8, -0.3, -0.5], [-1.8, 0.0, 0.8]], "homo_ev": [-8.5062, -7.8942], "total_energy_ev": -37347.3003, "lumo_ev": [-0.23, -2.31]}